No. 1
C14H13FeN5OS2 | ωB97M-V with the def2-TZVPD basis set

```
36
Properties=species:S:1:pos:R:3
Fe 0.734 -1.160 -0.017
N 4.218 -0.174 1.367
C 3.144 -0.699 0.720
O 2.078 -0.913 1.276
C 3.313 -1.001 -0.728
C 2.269 -2.029 -1.056
H 4.127 -0.016 2.362
H 5.136 -0.119 0.950
H 4.311 -1.394 -0.936
H 3.149 -0.087 -1.307
H 2.429 -3.057 -0.687
H 2.104 -2.064 -2.186
S 0.205 0.939 0.663
C -0.812 1.557 -0.559
C -1.663 2.622 -0.285
C -2.490 3.118 -1.298
C -3.361 4.216 -0.996
N -4.074 5.106 -0.765
C -2.456 2.542 -2.580
C -1.595 1.471 -2.843
C -0.779 0.987 -1.825
S 0.275 -0.319 -2.127
C -3.289 3.028 -3.640
N -3.971 3.433 -4.491
H -1.677 3.055 0.712
H -1.555 1.013 -3.827
N -1.750 -1.517 3.282
C -1.141 -2.738 3.372
C -0.261 -2.776 2.317
N -0.322 -1.613 1.593
C -1.225 -0.876 2.196
H -2.460 -1.149 3.901
H -1.378 -3.448 4.151
H 0.412 -3.576 2.040
H -1.537 0.116 1.897
H -0.108 -2.478 -0.647
```

Calculated values
- Energy: -2950.3003 Ha
- Multiplicity: 6
- <S²>: 8.941
- Total charge: -1
- Kohn-Sham gap (spin up / spin down): 2.31 / 5.94 eV
- HOMO energy (spin up / spin down): -0.297 / -3.827 eV

=====

No. 2
C14H13HgN7S | ωB97M-V with the def2-TZVPD basis set

```
36
Properties=species:S:1:pos:R:3
Hg 0.267 -1.302 0.420
C 3.385 3.797 -1.296
C 3.692 3.012 -0.023
N 3.642 1.571 -0.215
C 2.454 0.874 -0.094
S 2.678 -0.816 0.405
N 1.353 1.507 -0.333
N 0.189 0.835 -0.153
C -0.976 1.419 -0.418
C -1.025 2.784 -1.045
C -2.145 0.691 -0.080
C -3.454 1.187 -0.322
C -4.551 0.453 0.031
C -4.377 -0.809 0.639
C -3.088 -1.249 0.836
N -1.998 -0.555 0.504
H 3.494 4.870 -1.114
H 2.365 3.591 -1.610
H 4.068 3.502 -2.094
H 2.982 3.307 0.757
H 4.698 3.255 0.323
H 4.423 1.041 0.127
H -0.064 2.986 -1.509
H -1.208 3.560 -0.296
H -1.807 2.850 -1.803
H -3.568 2.153 -0.795
H -5.550 0.827 -0.159
H -5.217 -1.420 0.935
H -2.901 -2.218 1.289
N 0.023 -3.492 0.404
C 0.163 -4.608 0.689
C 0.318 -5.938 1.011
C 1.490 -6.632 0.630
N 2.439 -7.215 0.325
C -0.689 -6.625 1.725
N -1.506 -7.195 2.310
```

Calculated values
- Energy: -1476.2100 Ha
- Multiplicity: 2
- <S²>: 0.770
- Total charge: -1
- Kohn-Sham gap (spin up / spin down): 5.71 / 7.64 eV
- HOMO energy (spin up / spin down): -2.857 / -5.090 eV

=====

No. 3
C14H13N3OS | ωB97M-V with the def2-TZVPD basis set

```
32
Properties=species:S:1:pos:R:3
C -3.714 1.850 4.622
S -1.994 2.359 4.921
C -1.314 1.412 3.611
C -1.099 1.975 2.373
C -0.523 1.234 1.315
C -0.193 -0.096 1.512
C 0.125 -0.941 0.300
C 1.369 -0.563 -0.520
N 1.039 -0.321 -1.899
C 1.166 0.906 -2.507
C 0.620 1.081 -3.917
O 1.616 1.854 -1.889
C -0.676 -1.992 -0.021
C -0.340 -2.833 -1.139
N -0.055 -3.421 -2.085
C -1.921 -2.178 0.625
N -2.969 -2.283 1.138
C -0.348 -0.666 2.808
C -0.923 0.085 3.821
H -4.441 2.374 5.269
H -3.844 0.774 4.788
H -4.010 2.082 3.599
H -1.404 3.009 2.148
H -0.311 1.723 0.385
H 1.852 0.318 -0.059
H 2.091 -1.350 -0.493
H 0.720 -1.081 -2.493
H 0.181 2.068 -4.054
H -0.155 0.352 -4.106
H 1.443 0.957 -4.650
H -0.133 -1.717 2.970
H -1.062 -0.338 4.779
```

Calculated values
- Energy: -1178.9541 Ha
- SMILES: CSc1ccc(C(CNC(C)=O)=C(C#N)C#N)cc1
- Kohn-Sham gap: 8.15 eV
- HOMO energy: -9.117 eV

=====

No. 4
C14H13N3S | ωB97M-V with the def2-TZVPD basis set

```
31
Properties=species:S:1:pos:R:3
C 1.935 1.892 1.932
C 1.163 0.511 1.954
C 0.120 0.380 0.873
C -0.413 1.494 0.173
C -1.388 1.298 -0.805
C -1.827 -0.003 -1.079
C -2.679 -0.249 -2.277
C -3.333 0.758 -3.107
C -4.032 0.199 -4.148
S -3.833 -1.543 -4.249
C -2.890 -1.507 -2.774
N -1.393 -1.074 -0.378
C -0.406 -0.902 0.518
N 2.116 -0.625 1.890
C 3.261 -0.718 1.115
C 3.904 -1.803 1.591
N 3.170 -2.444 2.570
C 2.081 -1.720 2.727
H 2.725 1.892 2.709
H 1.269 2.711 2.214
H 2.385 2.025 0.940
H 0.686 0.448 2.917
H -0.136 2.535 0.355
H -1.806 2.167 -1.315
H -3.352 1.821 -2.918
H -4.642 0.786 -4.844
H -2.400 -2.388 -2.379
H -0.029 -1.811 0.956
H 3.635 -0.089 0.320
H 4.875 -2.118 1.171
H 1.237 -1.923 3.350
```

Calculated values
- Energy: -1103.7243 Ha
- SMILES: C[C@@H](c1ccc(-c2ccsc2)nc1)n1ccnc1
- Kohn-Sham gap: 8.84 eV
- HOMO energy: -8.511 eV